[1]
C41H58BFN2O15PS2 | ωB97M-V/def2-TZVPD

Energy, hartree: -4096.28199
Total charge: +1

The geometry in XYZ format:
```
121
C41H58BFN2O15PS2 ωB97M-V/def2-TZVPD
C -2.97 -1.42 7.17
H -6.35 -0.86 -0.01
H 3.17 3.25 2.44
C -4.23 3.06 0.08
C -3.07 0.40 8.84
H -5.46 1.47 3.07
O -3.41 -1.92 6.13
C 1.56 2.57 -3.07
H 3.67 4.80 -4.04
F 0.59 0.66 -2.53
H 4.96 2.68 2.64
H 5.51 -2.56 1.65
H 1.46 3.78 1.19
H -3.16 -0.33 9.64
O 5.74 -4.22 2.82
H -4.29 -0.12 5.04
C -9.91 -4.05 -5.36
H 7.70 -0.83 0.97
C -1.25 2.57 -0.69
O 6.72 -0.71 0.72
C -2.83 -0.20 0.75
H -2.12 -3.20 7.93
H 6.04 -7.02 1.82
H 4.52 5.76 -5.23
H -5.12 1.31 -5.05
S -5.25 4.36 -0.42
C -2.59 -1.11 3.53
C 2.74 2.13 -1.99
C -4.08 0.78 1.16
C -6.08 -0.39 -1.06
H -1.78 1.65 -1.18
C -8.91 -6.30 -3.25
H 7.05 -5.75 1.08
H -11.26 -5.67 -5.56
H -7.18 -2.16 -2.31
C 2.67 2.44 -0.37
O 7.15 1.57 1.71
S -2.44 3.51 0.41
H 7.74 -6.78 2.31
C 7.23 6.86 -5.56
C 0.03 2.13 0.30
O 6.86 4.58 -4.78
O 2.23 -1.26 0.58
H -0.92 0.37 8.61
C -6.57 -1.16 -2.46
H 7.77 5.04 -6.55
C -5.35 0.87 -3.97
H 7.34 7.48 -6.45
C 4.07 1.35 -2.60
H -0.84 3.24 -1.58
N 5.14 1.23 -0.02
H 4.69 -5.30 0.54
H 8.15 6.92 -4.97
P 4.27 0.89 -4.48
H -6.62 -1.09 -4.94
H -8.00 -6.64 -3.75
C -3.87 -0.16 3.93
C 6.81 -6.27 2.01
H 4.68 2.03 -5.29
H 3.60 -4.09 1.22
C 5.69 -3.63 1.50
H -0.94 -1.92 7.53
C 5.24 0.92 -1.53
C 4.56 -4.23 0.69
H -9.76 -6.71 -3.81
C 3.89 2.33 2.23
O 5.46 -0.17 -4.54
C -11.21 -4.71 -5.04
H -2.10 -1.76 4.38
C 1.31 3.19 0.17
H 0.99 3.98 -0.65
O 0.38 1.71 -3.34
H -1.52 1.57 9.76
O 5.72 3.56 -3.14
N -4.86 1.70 0.24
H -8.94 -6.72 -2.24
H 6.92 2.55 1.64
H -1.91 -1.86 9.02
C 5.75 4.42 -4.02
H 4.49 -3.74 -0.28
C -4.56 0.76 2.76
H 2.71 -1.71 2.63
H -1.68 1.83 8.01
H 6.43 7.28 -4.94
C -5.22 1.04 -1.07
H -8.09 -4.42 -2.64
C 4.59 5.35 -4.22
H -9.84 -4.40 -2.68
H 3.06 1.32 4.15
H -11.38 -4.86 -3.98
H -4.25 2.65 -2.70
C -1.92 -2.12 7.97
B 6.34 0.73 0.81
O 6.51 -5.72 4.29
C 6.94 5.42 -5.95
C -6.24 -0.54 -3.96
H -3.85 1.15 9.02
H 4.67 6.17 -3.50
O -8.86 -4.22 -4.52
C 2.39 -0.85 1.87
H 6.66 -3.72 1.00
H 6.04 5.32 -6.56
C -8.96 -4.78 -3.20
H 4.12 0.15 2.99
H -0.36 2.04 1.42
C 6.37 -5.37 3.12
H 3.08 0.26 -5.01
C -2.10 -1.10 1.95
C 3.32 1.03 3.04
O 2.13 0.54 2.28
H -1.18 -1.80 1.70
C -1.72 1.08 8.81
H -12.03 -4.07 -5.39
C -4.87 1.63 -2.58
H -2.46 -0.26 -0.37
H 0.40 1.06 -0.01
O -9.77 -3.42 -6.40
C 3.94 1.98 0.60
O 1.75 3.75 -3.72
O -3.38 -0.19 7.56
H 6.18 0.35 -1.95
```



[2]
C41H113CoN6O27 | ωB97M-V/def2-TZVPD

⟨S²⟩: 3.755
Total charge: -1
Energy relative to the best compared isomer or geometry (same formula, charge and spin), kJ/mol: 0.0
Multiplicity: 4

The geometry in XYZ format:
```
188
C41H113CoN6O27 ωB97M-V/def2-TZVPD
H -8.09 0.26 -0.88
O -3.51 -1.07 2.15
H 2.55 1.34 2.12
C 4.51 -3.78 0.51
O 1.11 -1.24 -2.47
C -5.53 -1.88 -2.79
H 4.84 6.11 -4.55
C -0.37 -5.64 -2.25
C 0.75 -4.75 -4.10
H 1.81 5.02 -5.67
H 0.48 -6.32 -2.11
O 3.11 -4.53 -1.32
H -2.69 2.36 2.43
H 3.96 5.69 -1.20
C -1.22 -5.18 4.91
H -1.44 -6.18 4.49
C -5.16 -5.45 1.92
H -3.28 3.00 0.27
C -2.87 -1.16 5.59
H -1.92 3.26 3.78
H 3.76 -2.62 -1.18
O 1.50 0.15 2.20
C 2.53 4.34 -0.59
H -8.25 1.09 0.68
H 5.25 -4.83 -0.96
H 2.04 -1.17 3.67
O 0.83 0.46 -1.09
C -1.89 2.78 -2.00
H -3.59 4.80 -2.71
H -1.69 4.12 1.09
O -2.45 -4.50 5.16
H -0.12 3.25 -4.72
N 0.22 -4.63 -0.15
O 5.58 3.50 2.67
O -0.28 2.08 1.15
O -6.36 -5.74 1.12
H 2.21 5.17 -4.13
H 3.31 1.35 3.99
H -6.29 -2.46 -3.32
C 5.73 1.08 -1.12
H -4.73 -2.48 -2.34
H 5.00 3.60 -0.46
C 4.41 0.48 -0.71
H -4.73 -3.50 1.21
H -5.04 -1.10 -3.38
H 2.81 3.49 -1.26
H 0.22 2.29 -3.32
H 7.78 -0.09 -4.34
H -2.49 1.44 5.21
O -2.08 -0.12 0.58
H -1.46 0.31 8.21
C 3.72 5.11 -0.34
H 1.63 -5.35 -3.83
H -4.22 -0.50 1.82
H -4.97 4.45 -1.71
H -3.96 2.29 -2.45
H -0.09 -3.41 4.50
H 2.80 -1.45 2.12
H 4.66 2.25 -2.32
H 1.80 5.03 -1.04
C -5.09 -3.92 2.15
C -0.94 3.24 6.77
C -1.98 0.98 6.05
H 1.77 1.29 -4.73
H -0.31 1.45 3.10
C 5.12 2.33 3.32
H 6.28 1.19 -0.18
H 0.84 -2.17 -2.34
H -3.74 -2.72 2.91
O -0.89 -4.18 2.69
H -1.35 -2.24 -4.25
C 3.45 3.02 -5.23
C 0.63 -0.75 -1.25
H -5.31 1.51 0.91
H 4.36 2.43 -5.33
H -6.10 -3.62 2.44
H 3.67 0.59 -1.53
C -0.28 -4.36 3.98
H -5.20 0.36 -1.29
H 2.67 2.79 -5.97
H 1.11 -1.87 2.36
H -0.73 -5.31 5.89
H 6.24 2.73 -2.21
C -1.71 1.99 7.16
C -3.89 4.33 -1.78
H -1.80 -3.32 -1.39
Co 0.00 -0.36 1.10
C -0.49 2.37 2.55
C -3.40 2.87 -1.69
H -3.36 -0.72 4.73
H 3.30 0.75 -3.99
H 4.73 4.86 -3.30
H -1.25 -3.27 2.57
H -2.36 -4.05 0.07
H 5.80 -0.13 -2.83
H 0.54 2.53 0.91
H -2.73 2.22 7.57
H 1.01 -3.82 -4.63
H -1.59 3.89 6.19
H -4.76 -1.28 -0.42
C -1.78 -0.17 -4.27
O -2.89 0.67 -4.51
C -1.85 3.00 2.73
C 4.84 5.02 -4.38
N 5.45 2.37 -1.67
H -6.10 -6.44 0.51
O -4.10 -3.58 3.14
H -6.79 -1.02 0.94
C -0.31 3.18 -3.65
N -5.57 0.64 1.38
C -2.07 -4.27 -0.97
C -7.53 0.74 -0.08
H -3.06 1.48 -0.20
O -1.68 2.99 -3.39
H 1.91 1.30 -2.94
H -2.88 -4.64 -1.60
O 2.92 2.78 -3.94
O -2.33 -1.84 -6.01
H 4.11 -4.59 1.13
N -0.98 1.19 8.17
H -1.84 -1.53 5.46
C -2.31 -0.87 1.60
H 2.47 3.21 1.02
H 9.21 0.82 -3.74
H 2.25 -4.79 -0.94
H 4.40 -0.59 -0.49
C 6.50 0.18 -2.06
H -2.55 1.53 -4.19
O -1.99 4.26 2.02
H 0.03 4.09 -3.16
C 3.62 2.24 3.41
H 8.73 -0.72 -2.97
H 5.07 3.65 1.83
H -3.01 -4.54 4.36
H -7.02 1.62 -0.50
C 2.46 1.45 -3.86
O 3.12 2.15 2.10
N 2.56 5.35 -5.07
H 4.04 0.98 0.19
H -3.17 -2.32 -6.11
H -1.12 -6.14 -2.85
H -0.06 2.98 6.18
H -1.09 1.67 9.07
H 4.09 4.63 -6.32
O 0.23 -1.67 -0.42
C -2.19 -1.62 -4.59
H 5.82 4.68 -4.73
O -2.85 -0.05 6.54
H 0.29 -3.64 -0.24
C 1.88 -1.12 2.60
H 3.49 5.73 0.53
H 3.27 3.21 3.84
H -1.10 0.49 5.70
H -1.14 -6.12 -0.32
C 8.37 0.19 -3.47
H 4.93 -2.93 1.07
H 0.25 3.11 2.91
O 4.75 4.28 0.20
O 0.02 -4.44 -2.94
H 0.09 -4.75 0.84
H -3.41 -2.01 6.03
H 5.40 1.47 2.71
H -0.69 3.78 7.69
H -3.47 4.82 -0.89
C 3.37 -3.37 -0.49
O 7.59 0.95 -2.57
H -6.16 0.88 2.16
O 5.64 -4.36 -0.23
C -5.53 -0.57 -0.78
O -1.35 -1.35 2.34
O -6.29 -1.29 -1.75
H -1.44 -0.11 -3.23
H -1.28 3.49 -1.41
H -1.47 1.82 -1.64
H 6.90 -0.72 -1.58
H -3.08 -1.92 -4.04
H 0.65 -4.86 3.75
C -6.39 -0.14 0.43
H 0.12 -5.31 -4.82
H -5.19 -5.99 2.85
H 2.45 -3.07 -0.01
C 3.74 4.48 -5.28
H -4.25 -5.73 1.38
H 5.60 2.21 4.31
C -0.88 -5.21 -0.86
H -1.00 0.08 -4.97
N -3.68 2.29 -0.35
O 1.91 3.83 0.54
```



[3]
C56H44INO5P3RuTe | ωB97M-V/def2-TZVPD

⟨S²⟩: 0.777
Total charge: -2
Energy relative to the best compared isomer or geometry (same formula, charge and spin), kJ/mol: 200.2
Multiplicity: 2

The geometry in XYZ format:
```
112
C56H44INO5P3RuTe ωB97M-V/def2-TZVPD
H -0.53 -3.00 1.85
C -3.47 2.69 0.95
P 1.02 -1.02 0.46
H 4.11 -3.75 3.32
H -0.45 0.18 2.88
C -1.63 1.60 5.65
H 5.84 0.16 -0.09
C -2.18 2.21 3.39
H -2.03 4.79 -0.59
C 3.40 -4.13 -2.03
C -5.76 1.93 0.68
C 0.50 -3.18 2.13
H 3.59 -1.85 1.89
C 3.56 1.99 1.61
C -3.94 -2.62 2.27
H -2.40 -2.61 -5.98
H -6.51 1.17 0.83
H 4.43 1.80 -3.39
C -3.87 -4.02 1.73
C 2.09 -4.56 -2.25
I -3.36 0.19 -1.80
N 4.32 -5.87 -3.40
P -1.85 2.09 1.58
O -2.56 -0.65 1.75
C -0.53 3.31 1.34
C -0.19 0.70 3.81
H -2.14 -1.39 -3.85
H -0.54 4.24 3.27
C 2.80 -2.52 2.16
C -4.47 1.73 1.14
C -2.76 -4.05 0.72
H 1.91 3.67 -0.99
C -2.79 5.02 0.15
H 2.07 -2.15 -3.91
C -1.28 -1.82 -4.34
C -2.93 -1.84 1.54
H 2.79 5.17 0.75
H 3.48 2.89 2.21
C 1.16 4.85 2.11
C -1.41 -2.51 -5.53
C 2.09 -4.49 3.36
H -1.02 1.05 6.35
C 4.79 1.61 1.09
C 3.36 1.69 -3.56
C -0.48 2.33 -0.92
C 1.50 -2.32 1.68
H -3.32 5.93 -0.17
H -0.41 -3.59 -7.10
C -3.78 3.89 0.31
O -1.44 -2.23 -0.27
Te 0.34 -3.74 -1.28
O -4.58 -4.95 2.06
H -7.05 3.27 -0.40
C 2.51 0.06 0.60
C 0.13 3.16 0.10
C 1.95 -5.68 -3.07
C 0.79 -4.26 2.94
H -3.90 3.48 3.19
H 3.57 -3.27 -1.38
H -0.43 1.27 -4.12
H 1.82 -3.38 -6.04
H -4.21 0.80 1.63
C -2.34 -2.66 0.55
C 1.35 3.82 -0.07
H 0.09 2.25 -1.84
H -2.89 2.40 7.19
H 2.33 -5.35 3.97
C 1.09 -2.25 -4.37
H 0.11 -0.04 4.55
H 1.55 5.51 2.87
C -6.05 3.10 0.00
H 3.25 3.28 -5.01
C 0.95 -2.94 -5.56
C 4.88 0.46 0.32
C 2.71 2.51 -4.46
H -2.27 5.23 1.08
C -5.07 4.06 -0.17
C -1.36 1.52 4.29
C 2.43 1.23 1.34
C 0.64 1.39 -3.96
H 5.48 -4.48 -2.45
C -3.25 2.96 3.88
H -5.31 4.98 -0.70
C 4.46 -4.80 -2.61
H -1.52 2.59 -1.12
H 3.18 0.08 -2.17
C -3.50 3.04 5.24
H 0.96 -6.07 -3.28
O -4.69 -2.23 3.15
C 3.07 -6.29 -3.61
C 1.34 2.36 -4.67
Ru -1.20 0.24 -0.13
H 3.82 -1.23 -0.50
H 2.98 -7.17 -4.25
C -2.69 2.36 6.13
H 0.82 3.00 -5.37
O -2.27 -5.03 0.18
C -0.31 -3.06 -6.15
C 3.75 -0.31 0.08
C -0.02 4.15 2.32
H -0.01 -4.93 3.24
H 0.66 1.35 3.60
C 2.66 0.72 -2.86
C -0.02 -1.68 -3.75
C 1.25 -1.78 -1.18
P 0.24 -0.71 -2.22
H -4.34 3.63 5.59
C 1.85 4.66 0.92
H 1.46 1.54 1.73
C 1.30 0.55 -3.05
H 5.67 2.20 1.29
C 3.09 -3.60 2.98
```